24
Properties=species:S:1:pos:R:3:forces:R:3 method="wB97M-V/def2-TZVPD" charge=-1 multiplicity=2 de_lowest_ev=2.324 molar_mass_da=154.3 max_force_ev_per_a=5.21 homo_lumo_gap_ev="2.16 / 6.89" energy_ha=-749.384100 e_homo_ev="0.87 / -3.99"
C 0.826 2.110 1.736 1.0485 -0.7828 1.8483
C 2.562 -1.215 1.417 2.0795 -2.3018 2.0568
C 2.200 0.018 1.927 -1.9752 3.0571 -0.3725
C 2.178 -1.665 0.182 0.2947 0.5250 0.5131
C 1.368 0.849 1.103 1.7570 -0.9017 0.9542
C 1.496 -0.801 -0.649 -0.7336 -0.2281 -0.9813
C 1.050 0.462 -0.213 -0.7548 2.3338 2.8592
H 3.235 -1.810 2.122 -0.9998 0.2580 -1.2450
H 2.257 0.294 2.995 0.3526 -0.2786 -0.6500
H 2.451 -2.672 -0.030 0.0367 -0.6156 -0.7389
H 0.985 -1.051 -1.531 -0.0098 -1.2070 -1.3628
H -0.237 1.985 1.613 -0.7129 0.9364 -0.1240
H 1.292 3.040 1.350 -0.6679 -0.4723 0.0765
H 0.167 1.063 -0.531 0.6088 -0.6850 -0.8873
H 1.038 2.036 2.884 -0.3616 0.3734 -1.9827
C -3.289 0.974 -1.663 -3.4578 -2.3804 3.0905
C -1.822 -1.570 -1.569 0.3537 0.5403 -3.2196
S -3.326 -0.677 -2.371 0.8961 -1.7665 -0.6635
H -3.360 1.831 -2.280 -0.6606 0.4186 -1.0827
H -4.274 0.732 -0.897 2.9064 2.1283 -1.7439
H -2.386 1.096 -1.136 0.9688 0.0399 1.1585
H -1.414 -0.796 -0.990 0.8842 0.7893 1.0550
H -1.117 -1.737 -2.459 -0.9341 0.1338 1.4358
H -1.881 -2.497 -1.008 -0.9188 0.0859 0.0063